(1)
{"formula": "C26H41BrF3INO5S", "method": "the ωB97M-V functional and the def2-TZVPD basis", "species": ["C", "C", "C", "C", "C", "I", "C", "Br", "N", "C", "C", "C", "S", "C", "C", "F", "F", "F", "H", "H", "H", "H", "H", "H", "H", "H", "H", "H", "H", "C", "C", "O", "C", "H", "H", "H", "H", "H", "H", "C", "C", "O", "C", "H", "H", "H", "H", "H", "H", "C", "C", "O", "C", "H", "H", "H", "H", "H", "H", "C", "C", "O", "C", "H", "H", "H", "H", "H", "H", "C", "C", "O", "C", "H", "H", "H", "H", "H", "H"], "coordinates": [[-0.3129, -4.7669, 2.3437], [-1.5397, -4.3345, 1.9886], [-1.9357, -2.9058, 2.2932], [-2.5525, -2.7813, 3.5679], [-2.9304, -1.5165, 3.9749], [-3.8742, -1.3387, 5.8618], [-2.6449, -0.4068, 3.1245], [-3.1797, 1.2702, 3.8348], [-2.0599, -0.5618, 1.9413], [-1.7604, 0.6499, 1.1272], [-0.2087, 0.8714, 0.9050], [0.2329, 2.2045, 1.6143], [1.9704, 2.2262, 2.2383], [-1.7169, -1.8169, 1.4848], [-1.0626, -2.0227, 0.1156], [-1.2409, -3.2762, -0.3650], [0.2692, -1.8642, 0.1461], [-1.6062, -1.2680, -0.8621], [0.5441, -4.1084, 2.1437], [-0.1881, -5.7589, 2.7866], [-2.2107, -5.0287, 1.4671], [-2.7365, -3.6421, 4.2096], [-2.0968, 1.5747, 1.5986], [-2.3031, 0.6198, 0.1704], [0.2896, 0.0545, 1.4555], [0.0591, 0.8077, -0.1687], [-0.3961, 2.3751, 2.5050], [0.0623, 3.0345, 0.9109], [2.4066, 0.9490, 2.1353], [-1.8250, 0.0914, -3.2254], [-3.0256, 0.6129, -3.9754], [-3.7839, 1.4083, -3.4661], [-3.2370, 0.1044, -5.3755], [-1.7975, 0.5422, -2.2365], [-1.8939, -0.9901, -3.1197], [-0.9100, 0.3578, -3.7587], [-3.3701, -0.9793, -5.3642], [-2.3827, 0.3708, -5.9999], [-4.1312, 0.5622, -5.7933], [-0.5396, 5.0693, -6.1637], [-1.6860, 4.1056, -5.9806], [-1.7262, 3.0532, -6.5790], [-2.7779, 4.5064, -5.0223], [0.1702, 4.6549, -6.8780], [-0.9100, 6.0205, -6.5485], [-0.0293, 5.2271, -5.2117], [-3.2471, 5.4333, -5.3566], [-2.3634, 4.6377, -4.0211], [-3.5333, 3.7230, -4.9883], [1.9769, 2.4422, -3.4591], [2.0267, 1.3475, -2.4254], [1.6611, 1.5381, -1.2842], [2.5497, 0.0045, -2.8672], [1.5818, 3.3496, -3.0049], [2.9806, 2.6459, -3.8350], [1.3240, 2.1479, -4.2834], [3.5783, 0.1020, -3.2173], [1.9220, -0.3960, -3.6653], [2.5297, -0.6858, -2.0246], [3.5728, -2.5261, 0.9631], [3.5701, -3.6280, 1.9929], [3.1676, -3.4339, 3.1186], [4.0865, -4.9774, 1.5622], [3.1756, -1.6151, 1.4097], [4.5908, -2.3337, 0.6211], [2.9417, -2.8080, 0.1179], [5.1282, -4.8952, 1.2485], [3.4806, -5.3641, 0.7405], [4.0263, -5.6707, 2.3992], [0.8985, 1.4655, 6.8313], [1.1582, 0.6395, 5.5987], [0.3199, 0.5201, 4.7300], [2.5014, -0.0317, 5.4885], [-0.1034, 1.8891, 6.7786], [0.9687, 0.8386, 7.7215], [1.6215, 2.2802, 6.8923], [2.6416, -0.7238, 6.3205], [3.2932, 0.7192, 5.4916], [2.5516, -0.5912, 4.5556]], "forces_ev_per_a": [[-0.42, 0.43, -0.34], [0.79, -0.21, -0.13], [0.11, -1.19, -0.58], [0.02, 1.21, -0.63], [0.07, -0.12, 0.10], [0.35, -0.16, -0.66], [-0.77, -0.20, 1.78], [0.41, -0.33, -0.76], [-0.03, 0.69, -0.47], [1.07, 1.22, -1.38], [-0.35, -0.25, 1.06], [-0.25, -0.91, -0.37], [0.06, 0.39, -0.30], [-0.16, -0.11, 0.54], [-0.01, -0.95, -1.48], [-0.24, 0.25, 0.83], [-0.43, 0.38, 0.13], [0.48, 0.24, 1.07], [-0.20, 0.01, 1.54], [0.37, -0.12, -1.29], [-0.60, 0.22, 1.30], [0.18, 0.12, -0.36], [-0.34, -0.75, 0.35], [0.14, -0.44, 0.47], [0.00, 0.32, -0.38], [-0.09, 0.23, 0.94], [0.24, -0.17, -0.35], [0.44, -0.14, 0.33], [-0.65, 0.19, -0.20], [-0.08, 0.28, 0.02], [-0.20, 0.17, -0.14], [0.12, -0.04, 0.10], [-0.21, 0.12, 0.01], [0.00, 0.09, -0.08], [0.14, -0.01, -0.21], [0.00, -0.17, -0.07], [0.17, -0.02, -0.05], [0.02, -0.12, 0.00], [0.04, 0.01, 0.01], [0.12, -0.24, -0.21], [-0.04, -0.07, -0.06], [0.07, -0.04, 0.10], [-0.15, -0.30, -0.12], [-0.04, 0.00, 0.01], [0.03, 0.07, 0.18], [-0.09, 0.19, 0.01], [0.11, 0.10, 0.14], [-0.03, 0.19, -0.02], [0.04, 0.01, 0.03], [-0.14, 0.15, 0.25], [0.00, 0.08, 0.07], [0.08, -0.03, -0.24], [-0.07, -0.08, 0.32], [0.02, -0.04, 0.01], [-0.05, -0.09, -0.17], [0.17, -0.03, -0.12], [-0.07, -0.02, -0.19], [0.15, 0.05, -0.14], [0.00, 0.04, -0.01], [-0.13, 0.18, 0.20], [0.03, -0.02, 0.15], [-0.10, 0.03, -0.07], [-0.09, -0.06, 0.30], [0.01, -0.03, 0.00], [-0.05, -0.09, -0.17], [0.18, -0.02, -0.12], [-0.06, -0.02, -0.19], [0.16, 0.04, -0.13], [0.00, 0.04, -0.01], [-0.31, 0.05, -0.17], [0.07, 0.00, -0.03], [-0.30, -0.13, -0.11], [-0.16, -0.08, -0.32], [0.03, -0.01, -0.01], [0.18, 0.08, 0.03], [0.09, -0.10, 0.13], [0.13, 0.12, 0.07], [0.03, -0.04, 0.19], [0.00, -0.03, 0.04]], "total_charge": 1, "lumo_ha": -0.156, "orbital_gap_ev": 6.8}

(2)
{"formula": "C26H41Cl15F9N3O9", "method": "the ωB97M-V functional and the def2-TZVPD basis", "species": ["C", "O", "N", "C", "C", "H", "H", "H", "H", "H", "H", "H", "C", "O", "N", "C", "C", "H", "H", "H", "H", "H", "H", "H", "C", "O", "N", "C", "C", "H", "H", "H", "H", "H", "H", "H", "C", "C", "O", "C", "O", "C", "F", "F", "F", "H", "H", "H", "H", "H", "C", "C", "O", "C", "O", "C", "F", "F", "F", "H", "H", "H", "H", "H", "C", "C", "O", "C", "O", "C", "F", "F", "F", "H", "H", "H", "H", "H", "C", "Cl", "Cl", "Cl", "H", "C", "Cl", "Cl", "Cl", "H", "C", "Cl", "Cl", "Cl", "H", "C", "Cl", "Cl", "Cl", "H", "C", "Cl", "Cl", "Cl", "H"], "coordinates": [[1.4672, -3.1901, 0.1445], [1.6041, -3.1728, 1.3580], [2.4530, -3.5756, -0.7238], [2.2790, -3.3240, -2.1608], [3.6231, -4.2554, -0.3112], [0.5806, -2.7471, -0.3349], [1.3083, -2.9623, -2.4998], [2.4196, -4.3026, -2.6198], [3.0290, -2.6988, -2.6451], [4.4762, -3.9727, -0.9279], [3.8829, -4.0689, 0.7308], [3.5530, -5.3389, -0.4070], [-2.3463, 2.6643, -0.7604], [-1.3352, 3.3387, -0.8641], [-3.5493, 3.1511, -0.7817], [-4.7534, 2.2799, -0.6880], [-3.8054, 4.6686, -0.6993], [-2.2827, 1.5660, -0.7158], [-4.5208, 1.2170, -0.7533], [-5.5406, 2.5372, -1.3966], [-5.1328, 2.4587, 0.3181], [-2.8359, 5.1575, -0.6040], [-4.2588, 5.1912, -1.5416], [-4.4515, 4.9414, 0.1351], [-3.6143, -2.2619, -0.6037], [-4.5936, -1.7591, -1.1937], [-3.7339, -3.0601, 0.5114], [-2.6366, -3.6058, 1.2629], [-5.0666, -3.5351, 0.9156], [-2.5854, -1.9602, -0.8538], [-1.6538, -3.1441, 1.1684], [-2.5890, -4.6766, 1.0651], [-2.8163, -3.3970, 2.3176], [-5.8520, -2.9341, 0.4572], [-5.1570, -4.5732, 0.5957], [-5.2091, -3.4850, 1.9951], [-3.2687, -2.6522, -4.4040], [-1.8190, -2.1798, -4.2905], [-1.0274, -3.0797, -4.9788], [-0.8631, -3.0874, -6.3002], [-1.6101, -2.5584, -7.0614], [0.4529, -3.7408, -6.8311], [1.1409, -4.3686, -5.8545], [0.2114, -4.7180, -7.7411], [1.2087, -2.8297, -7.3858], [-3.8539, -1.9127, -3.8575], [-3.4520, -3.5990, -3.8961], [-3.5576, -2.6910, -5.4543], [-1.4430, -2.1791, -3.2674], [-1.6634, -1.2083, -4.7598], [-0.7668, 4.6982, 2.1118], [-1.3988, 3.6886, 3.1971], [-1.8536, 2.4657, 2.7060], [-2.3404, 1.4570, 3.4832], [-2.5477, 1.5174, 4.7187], [-2.6408, 0.1443, 2.6784], [-1.7651, -0.7862, 2.9827], [-3.8119, -0.3180, 3.0161], [-2.5963, 0.3605, 1.3972], [-0.0154, 4.1932, 1.5048], [-0.3286, 5.6299, 2.4697], [-1.5362, 4.9981, 1.4004], [-2.2263, 4.2172, 3.6703], [-0.6176, 3.4891, 3.9306], [2.6757, 0.3578, 1.5637], [1.5149, 1.2847, 1.1613], [1.3818, 1.2971, -0.2997], [0.5262, 0.4222, -0.8887], [-0.2224, -0.2959, -0.2410], [0.4876, 0.4134, -2.4222], [1.1559, 1.3793, -2.9346], [0.8567, -0.7802, -2.8391], [-0.7997, 0.5926, -2.8053], [2.9269, 0.4252, 2.6222], [3.6124, 0.5107, 1.0277], [2.3620, -0.6606, 1.3343], [1.8419, 2.3219, 1.2346], [0.6526, 1.1853, 1.8206], [3.1808, 4.9639, 4.1526], [2.3873, 6.1162, 2.9930], [3.2814, 3.2820, 3.6126], [2.4074, 5.0780, 5.7830], [4.2486, 5.1704, 4.2251], [5.2525, -2.1001, 2.9016], [5.8186, -3.7218, 2.4840], [5.9061, -0.8456, 1.7746], [5.7134, -1.7086, 4.5500], [4.1748, -2.1557, 2.7480], [0.3483, 1.1316, 6.3268], [1.5482, 0.6622, 7.4763], [0.7952, 0.5921, 4.6506], [0.0741, 2.9384, 6.3080], [-0.5552, 0.5734, 6.5721], [1.8717, 4.3448, -1.3697], [1.6036, 6.0262, -0.6609], [3.3874, 3.6819, -0.7457], [2.0013, 4.4590, -3.1047], [1.0810, 3.6805, -1.0211], [6.0927, -0.4673, -1.9171], [6.4836, -2.1344, -1.6401], [4.3439, -0.2219, -1.6644], [6.4597, 0.0346, -3.6218], [6.7550, 0.0458, -1.2199]], "forces_ev_per_a": [[1.21, 0.75, 0.52], [-0.23, -0.51, -0.31], [-1.92, 1.45, -0.83], [0.33, -1.53, -0.36], [1.18, -0.51, 0.41], [0.03, -0.22, -0.17], [-0.05, -0.08, 0.75], [-0.14, -0.13, -0.44], [0.23, 0.34, 0.61], [-0.06, 0.25, 0.01], [-0.31, 0.24, -0.17], [-0.32, -0.26, -0.11], [1.95, -0.78, -0.49], [1.01, 0.24, 0.04], [-4.17, 2.31, -0.46], [0.63, 0.70, 1.02], [0.91, -1.04, 0.10], [-0.27, 0.05, 0.13], [0.28, 0.15, -0.19], [0.32, 0.13, -0.23], [-0.39, -0.21, 0.05], [0.00, -0.28, 0.32], [-0.15, -0.94, -0.66], [0.20, -0.52, 0.34], [-1.85, 0.88, 0.85], [1.68, -1.08, 0.54], [-0.54, 1.05, -1.25], [0.20, -0.01, 0.64], [0.37, 0.21, -0.30], [0.05, -0.32, 0.09], [-0.14, 0.20, -0.91], [0.29, -0.15, 0.28], [-0.28, -0.41, 0.17], [0.29, -0.04, -0.16], [-0.24, -0.14, 0.04], [0.32, 0.06, 0.03], [0.10, 1.00, 0.68], [-1.81, 0.40, -0.21], [3.52, -2.50, -1.21], [-0.66, 0.72, 0.87], [-0.11, 0.22, -0.85], [-0.50, -1.97, 0.94], [-0.03, 0.57, 0.00], [-0.34, 0.80, 0.12], [0.42, 0.59, -0.28], [-0.39, -0.02, -0.16], [0.26, -0.10, -0.16], [-0.09, -0.03, 0.18], [-0.11, 0.10, -0.08], [-0.27, 0.23, 0.24], [-1.17, -1.69, -0.17], [1.01, 1.37, 0.24], [0.75, 0.81, -2.75], [-1.09, -1.83, -0.22], [0.33, 0.11, 0.64], [1.41, 5.31, 3.00], [1.45, -2.38, 0.10], [-2.29, -1.40, 0.25], [-0.10, -0.23, -2.65], [0.13, -0.12, 0.09], [-0.13, -0.34, 0.73], [-0.15, -0.09, -0.06], [-0.06, 0.07, 0.34], [-0.13, 0.22, 0.21], [-0.53, -0.28, -0.50], [1.99, 1.21, 0.22], [-1.33, -1.62, -1.43], [-0.71, -0.07, 3.55], [1.12, 0.63, -1.56], [-2.19, 0.34, 1.79], [1.67, 0.99, -1.18], [0.67, -0.55, -0.79], [0.05, -0.29, 0.00], [-0.38, 0.07, 0.11], [-0.29, 0.46, -0.23], [0.04, -0.26, 0.27], [0.01, 0.01, 0.63], [-0.57, -0.44, -0.88], [0.11, 0.19, 0.32], [0.71, -1.03, 0.76], [-0.67, 0.09, -0.21], [0.69, 0.17, -1.10], [-0.49, 0.82, 0.21], [0.09, 0.11, -0.51], [0.35, 0.04, -0.05], [-0.16, -0.63, 0.45], [-0.29, 0.04, -0.12], [0.10, 0.43, 0.33], [-0.76, 0.44, -1.23], [0.93, -0.15, 0.80], [-0.15, 0.16, 0.44], [-0.07, -1.27, 0.42], [-0.21, 0.64, -0.23], [0.36, 0.86, 0.83], [0.03, -1.20, -0.45], [0.14, 0.09, 0.21], [-0.38, -0.01, -0.24], [-0.25, 0.32, -0.34], [-0.36, 0.15, -0.80], [0.24, -0.83, -0.17], [0.67, 0.28, 0.29], [0.11, -0.19, 0.90], [-0.63, 0.61, -0.26]], "total_charge": -1, "lumo_ha": [0.063, 0.063], "multiplicity": 2, "orbital_gap_ev": [1.9, 7.3]}